1.
8
Properties=species:S:1:pos:R:3 method="wB97M-V/def2-TZVPD" e_lumo_ev="-0.4 / -1.3" energy_ha=-170.904362 e_above_lowest_kj_mol=466.9 orbital_gap_ev="10.06 / 8.77"
O -0.5932 0.5602 0.6647
N 1.9998 0.0718 0.4001
C -1.0126 -0.0606 -0.4376
H -0.4924 0.1009 -1.4090
H -1.1106 -1.2412 -0.3292
H 2.6315 0.9488 0.3543
H -2.0234 0.1508 -0.4603
H 1.5613 -0.1886 1.3558

=====

2.
22
Properties=species:S:1:pos:R:3 method="wB97M-V/def2-TZVPD" spin_multiplicity=4 e_lumo_ev="0.9 / -1.5" energy_ha=-499.812986 e_above_lowest_kj_mol=0.6 orbital_gap_ev="7.31 / 7.64"
O 1.3923 1.2719 1.4972
O 1.3861 2.5019 1.2983
C -0.9207 0.9808 -0.5834
C -2.4054 -1.0810 0.5850
C -3.0602 -0.0287 -0.0605
C -0.2153 -0.1196 -0.0189
C 1.9713 -1.2128 0.6345
C -2.3136 1.0105 -0.6115
C 1.2178 -0.1606 -0.0720
C -1.0081 -1.1182 0.6419
C 1.9411 0.5097 -1.2018
H 1.7523 1.5834 -1.2963
H 1.6069 0.0513 -2.1527
H 2.7391 -0.7683 1.2782
H -4.1437 -0.0101 -0.1145
H -0.5535 -1.9258 1.2271
H 1.3140 -1.8344 1.2423
H 3.0300 0.3984 -1.1871
H -2.8271 1.8535 -1.0728
H 2.4568 -1.8598 -0.1099
H -3.0057 -1.8790 1.0370
H -0.3546 1.8368 -0.9600

=====

3.
87
Properties=species:S:1:pos:R:3 method="wB97M-V/def2-TZVPD" spin_multiplicity=5 e_lumo_ev="-0.1 / -2.6" energy_ha=-3550.342521 e_above_lowest_kj_mol=91.2 orbital_gap_ev="7.44 / 5.03"
Te -2.9355 1.2625 -1.5022
Rh 1.5462 -0.7260 0.2511
S 1.0520 -3.5300 0.3660
S 2.1154 -0.4728 2.7736
Si -5.7957 2.9284 -1.0178
Si -2.3256 0.2275 -4.6137
O -0.7569 -0.6189 -0.8544
O 3.4426 -0.0074 -0.3122
O 0.4242 1.4455 0.4252
O -2.8866 -0.9876 -0.3659
O 2.1709 -2.8489 -0.3358
O 1.4759 -4.4966 1.3514
N 5.6079 3.9694 0.6610
N 3.7835 -1.0048 4.7915
N 4.4285 -1.9986 3.0009
N 0.1676 -2.3722 0.9372
N 4.6257 1.7027 -3.0209
N 3.9675 1.0021 0.3302
C 4.9304 -1.7002 5.1288
C 5.3313 -2.3218 4.0073
C -0.1807 -3.7658 -2.0647
C 0.0929 -5.8083 -0.8059
C -0.4207 -6.5252 -1.8800
C -6.8301 1.4242 -1.3868
C -0.8102 -5.8835 -3.0486
C -1.6628 -1.2385 -0.2281
C 0.7459 2.5553 -0.4250
C 3.4680 -1.1895 3.4847
C 4.5295 1.8844 -0.4343
C -3.1241 -0.6322 -6.0575
C 1.0199 2.1336 -1.8549
C 0.2086 -4.4327 -0.9047
C -5.2934 2.9358 0.7775
C -3.4877 0.0334 -3.1166
C -2.1040 2.0376 -5.0225
C -1.2617 -2.3464 0.7365
C -4.2308 2.8524 -2.0844
C 5.1345 3.0311 0.1965
C -6.7088 4.4910 -1.4530
C -0.6930 -4.4940 -3.1211
C 4.5852 1.7773 -1.8753
C -0.6964 -0.5486 -4.1688
C 4.5125 -2.4866 1.6292
C -1.3470 -6.6605 -4.2219
H -1.8422 2.6383 -4.1461
H -0.4320 -0.3574 -3.1250
H -6.9820 4.5066 -2.5111
H -0.0676 -2.6898 -2.1311
H -0.7407 -1.6335 -4.2984
H -0.5054 -7.6035 -1.8116
H -3.2935 -1.6926 -5.8566
H 6.1699 -2.9689 3.8248
H -1.6573 -3.2826 0.3314
H -3.4197 -0.9792 -2.7174
H -3.6563 3.7758 -1.9638
H -6.1728 2.9720 1.4243
H 0.1098 -0.1665 -4.7992
H -1.7915 -2.1569 1.6728
H 0.1005 1.8099 -2.3499
H -4.6693 3.8013 1.0157
H 5.5330 -2.8170 1.4518
H -0.0822 3.2706 -0.3914
H -4.4775 2.7263 -3.1406
H -0.3118 0.9658 0.0045
H -7.7821 1.4789 -0.8534
H 3.2300 -0.4153 5.3880
H 3.8192 -3.3103 1.4758
H -6.3286 0.5043 -1.0716
H -1.2932 2.1546 -5.7452
H 0.4157 -6.2974 0.1031
H -3.0087 2.4645 -5.4638
H -0.9918 -3.9851 -4.0316
H -2.4765 -0.5578 -6.9357
H 5.3508 -1.6869 6.1171
H -6.0966 5.3731 -1.2505
H -4.0844 -0.1773 -6.3133
H -4.7325 2.0347 1.0426
H 1.6120 3.0381 0.0249
H -0.8076 -6.4058 -5.1354
H -4.5288 0.2700 -3.3430
H 1.7290 1.3052 -1.8878
H 4.2612 -1.6853 0.9393
H 1.4505 2.9594 -2.4234
H -1.2557 -7.7336 -4.0598
H -2.4017 -6.4326 -4.3898
H -7.6283 4.5809 -0.8689
H -7.0533 1.3415 -2.4539

=====

Please write out number 2 again, unchanged.
22
Properties=species:S:1:pos:R:3 method="wB97M-V/def2-TZVPD" spin_multiplicity=4 e_lumo_ev="0.9 / -1.5" energy_ha=-499.812986 e_above_lowest_kj_mol=0.6 orbital_gap_ev="7.31 / 7.64"
O 1.3923 1.2719 1.4972
O 1.3861 2.5019 1.2983
C -0.9207 0.9808 -0.5834
C -2.4054 -1.0810 0.5850
C -3.0602 -0.0287 -0.0605
C -0.2153 -0.1196 -0.0189
C 1.9713 -1.2128 0.6345
C -2.3136 1.0105 -0.6115
C 1.2178 -0.1606 -0.0720
C -1.0081 -1.1182 0.6419
C 1.9411 0.5097 -1.2018
H 1.7523 1.5834 -1.2963
H 1.6069 0.0513 -2.1527
H 2.7391 -0.7683 1.2782
H -4.1437 -0.0101 -0.1145
H -0.5535 -1.9258 1.2271
H 1.3140 -1.8344 1.2423
H 3.0300 0.3984 -1.1871
H -2.8271 1.8535 -1.0728
H 2.4568 -1.8598 -0.1099
H -3.0057 -1.8790 1.0370
H -0.3546 1.8368 -0.9600